{"formula": "C4H16N2O2S", "method": "the ωB97M-V functional and the def2-TZVPD basis", "elements": ["S", "O", "O", "N", "N", "C", "C", "C", "C", "H", "H", "H", "H", "H", "H", "H", "H", "H", "H", "H", "H", "H", "H", "H", "H"], "xyz": [[1.3525, -2.5648, 0.7201], [-2.8128, -0.0417, 1.2677], [-2.3759, -1.3241, -1.2870], [0.0793, -0.4024, -0.8691], [0.3074, 1.4660, 1.8150], [1.2914, 0.1547, -0.1842], [0.9264, 1.5421, 0.4960], [0.0626, 0.4008, -2.1057], [1.8984, -0.8230, 0.8724], [1.5718, -0.4156, 1.8177], [0.9554, 1.3217, 2.5815], [2.9790, -0.7673, 0.9328], [1.6759, 2.3453, 0.5682], [0.1318, 2.0430, -0.1687], [2.0108, 0.4423, -0.9538], [-0.6727, -0.2479, -0.2203], [-0.8920, 0.2579, -2.6588], [-1.6550, -1.9279, -1.0476], [0.7907, -2.6759, 1.9410], [-0.3743, 0.7110, 1.8539], [-3.5178, 0.5452, 0.9857], [0.0466, 1.4766, -1.9455], [-2.0799, 0.0623, 0.6646], [0.7269, 0.0360, -2.8733], [-2.4262, -1.6143, -2.2023]], "nbo_charge": [-0.038, -0.929, -0.941, -0.620, -0.833, -0.087, -0.246, -0.437, -0.542, 0.218, 0.355, 0.224, 0.208, 0.187, 0.202, 0.336, 0.205, 0.482, 0.127, 0.351, 0.477, 0.178, 0.453, 0.208, 0.464], "energy_ha": -820.10771, "lumo_energy_ev": 0.70, "homo_lumo_gap_ev": 9.5, "smiles": "CN[C@@H](CN)CS.O.O", "e_above_lowest_ev": 1.771}